C3H3N3O3 | ωB97M-V with the def2-TZVPD basis set

The geometry in ORCA input format:
```
! RIJCOSX wB97M-V def2-TZVPD def2/J DEFGRID3
* xyz 0 1
O -2.06081 0.51111 -2.10744
C -1.26505 0.76794 -1.16087
N -0.29276 -0.09862 -0.70832
C 0.21578 -1.37999 -0.94098
N 1.14156 -1.69582 -0.09839
O 1.02668 -0.82239 0.93073
C 0.23494 0.22320 0.63224
N 0.23994 1.35770 1.08155
O 1.00995 1.37219 2.26131
H -1.44261 1.66396 -0.49786
H 0.10458 -2.13130 -1.83614
H 1.08779 0.23203 2.44416
*
```

Properties
- Energy above the lowest of the compared OMol25 structures with the same formula, charge and spin: 154.9 kcal/mol
- E_LUMO: -0.25 eV
- HOMO energy: -9.521 eV
- SMILES: O=Cn1cno/c1=N\O
- Orbital gap: 9.270 eV
- M: 129.075 u
- Total energy: -505.9258 hartree

Results of the natural (NBO) charge analysis, in e, for atoms 1 through 6: O -0.545; C 0.521; N -0.475; C 0.194; N -0.106; O -0.362


H19O13S | ωB97M-V with the def2-TZVPD basis set

The geometry in ORCA input format:
```
! RIJCOSX wB97M-V def2-TZVPD def2/J DEFGRID3
* xyz -1 1
O 53.36821 -44.38729 -30.80772
H 52.39237 -44.71975 -30.81738
H 53.63157 -43.91375 -31.67004
H 53.89944 -45.15086 -30.64958
S 53.87645 -43.07995 -33.67144
O 55.14385 -43.62388 -34.05736
O 52.90870 -44.11190 -33.87917
O 54.01285 -42.75013 -32.28986
O 53.61900 -41.85609 -34.47967
O 50.71094 -43.59284 -29.75156
H 50.04572 -43.34925 -30.47260
H 51.07552 -42.73974 -29.76500
O 55.35063 -43.40192 -28.91255
H 54.86642 -42.59224 -28.79804
H 55.79607 -43.09539 -29.75175
O 54.21275 -46.85061 -33.01671
H 54.01867 -46.73387 -33.85156
H 53.84989 -47.71308 -32.58931
O 53.47300 -40.82979 -31.25823
H 54.35148 -40.53855 -30.78561
H 53.70766 -41.57768 -31.82608
O 55.74029 -45.86425 -31.19446
H 56.29240 -45.41059 -31.76830
H 55.38730 -46.58123 -31.84879
O 52.91406 -47.12076 -30.23002
H 52.20216 -47.53253 -30.11207
H 53.30495 -47.08390 -29.48166
O 56.45139 -42.76243 -31.57579
H 55.50559 -42.85742 -32.00404
H 56.78587 -41.80115 -31.58799
O 51.46711 -45.50196 -32.66083
H 52.10306 -45.31578 -33.39890
H 50.57709 -45.44468 -32.77243
*
```

Properties
- Energy above the lowest of the compared OMol25 structures with the same formula, charge and spin: 34.0 kcal/mol
- E_LUMO: 2.36 eV
- HOMO energy: -4.558 eV
- Orbital gap: 6.915 eV
- M: 259.206 u
- Total energy: -1387.6327 hartree

Results of the natural (NBO) charge analysis, in e, for atoms 1 through 6: O -0.819; H 0.569; H 0.525; H 0.548; S 2.651; O -1.103


C3H7NO4 | ωB97M-V with the def2-TZVPD basis set

The geometry in ORCA input format:
```
! RIJCOSX wB97M-V def2-TZVPD def2/J DEFGRID3
* xyz 0 1
O -1.64814 -0.99667 -2.44198
C -1.56021 -1.15003 -1.10006
O -2.11690 -2.27630 -0.47104
C -0.73329 -0.32921 -0.45238
O -0.16399 0.85295 -0.92125
O -0.54992 -0.42053 0.90203
H -1.49209 -1.92013 -2.74250
H -1.83859 -2.16637 0.46659
H -0.34959 0.94683 -1.78944
H -0.08091 0.50073 1.05763
C 2.35143 1.64894 1.34719
N 1.38233 1.31939 2.06917
H 3.35344 1.09169 0.91260
H 2.13979 2.50253 0.63844
H 1.30664 0.39618 2.52499
*
```

Properties
- Energy above the lowest of the compared OMol25 structures with the same formula, charge and spin: 104.6 kcal/mol
- E_LUMO: 0.60 eV
- HOMO energy: -7.590 eV
- SMILES: OC(O)=C(O)O.C=N
- Orbital gap: 8.186 eV
- M: 121.092 u
- Total energy: -474.1196 hartree

Results of the natural (NBO) charge analysis, in e, for atoms 1 through 6: O -0.681; C 0.382; O -0.697; C 0.414; O -0.697; O -0.734